No. 1
The following is a quantum chemistry calculation of 2 unconnected molecules or ions with the total composition C4H12, from the Open Molecules 2025 dataset.

CARTESIAN COORDINATES (ANGSTROEM)
C: -1.243 -0.891 -0.347
C: -1.333 -2.283 0.198
H: -0.309 -0.540 -0.713
H: -1.986 -0.802 -1.154
H: -1.570 -0.135 0.371
H: -1.379 -3.075 -0.561
H: -2.185 -2.577 0.817
H: -0.478 -2.505 0.856
C: 1.149 2.133 0.585
C: 1.418 0.983 -0.394
H: 1.275 3.068 0.008
H: 0.120 2.240 0.960
H: 1.832 2.222 1.411
H: 1.562 0.012 0.059
H: 2.411 1.125 -0.868
H: 0.714 1.025 -1.228

Output
Structure (SMILES)   CC.CC
Energy   -159.5670 a.u.
Energy relative to the best compared isomer or geometry (same formula, charge and spin)   0.4896 eV
HOMO   -0.414 Ha
Total charge   0
Orbital gap   12.426 eV
Strongest force on any atom   2.422 eV/A

***

No. 2
The following is a quantum chemistry calculation of 2 unconnected molecules or ions with the total composition C3H7BrFN3, from the Open Molecules 2025 dataset.

CARTESIAN COORDINATES (ANGSTROEM)
C: -2.670 0.894 0.011
C: 1.645 0.160 0.690
C: 0.678 -1.463 -0.779
N: -2.111 1.111 1.098
N: 1.865 -0.018 -1.723
N: 1.333 -0.372 -0.574
F: -3.946 0.316 -0.085
Br: -0.502 -2.191 0.516
H: 1.986 1.198 0.757
H: 0.740 0.161 1.247
H: 2.391 -0.574 1.221
H: 0.680 -1.843 -1.776
H: -2.633 0.855 1.873
H: 2.679 0.582 -1.663
H: -2.135 1.184 -0.814

Output
Energy   -2956.5083 a.u.
Energy relative to the best compared isomer or geometry (same formula, charge and spin)   2.0434 eV
HOMO (spin up / spin down)   -0.277 / -0.277 Ha
Total charge   0
Orbital gap (spin up / spin down)   8.121 / 8.120 eV
Strongest force on any atom   3.540 eV/A

***

No. 3
The following is a quantum chemistry calculation of a molecular structure, C51H50ClGe2N2O3PV, from the Open Molecules 2025 dataset.

CARTESIAN COORDINATES (ANGSTROEM)
V: -0.125 0.523 -0.251
Cl: 5.548 0.296 4.275
C: 4.320 0.070 3.055
C: 4.661 -0.548 1.859
C: 3.682 -0.691 0.886
C: 2.392 -0.222 1.095
O: 1.480 -0.375 0.129
C: 2.025 0.368 2.333
C: 0.714 0.813 2.645
N: -0.340 0.843 1.790
C: -1.552 1.306 2.217
C: -1.964 1.500 3.532
C: -3.208 2.088 3.812
C: -4.061 2.505 2.823
C: -3.689 2.309 1.470
C: -4.484 2.703 0.375
C: -4.055 2.483 -0.909
C: -2.826 1.846 -1.107
N: -2.066 1.453 -0.101
C: -2.457 1.693 1.177
C: 3.042 0.510 3.304
H: 5.670 -0.901 1.696
H: 3.911 -1.154 -0.066
H: 0.564 1.223 3.639
H: -1.339 1.177 4.353
H: -3.496 2.214 4.848
H: -5.012 2.966 3.053
H: -5.435 3.187 0.561
H: -4.642 2.784 -1.765
H: -2.446 1.640 -2.100
H: 2.810 0.974 4.254
C: -2.551 -2.108 2.441
C: -3.243 -1.610 1.176
Ge: -2.239 -2.034 -0.473
C: -3.193 -1.418 -2.086
C: -2.495 -1.805 -3.385
C: -2.326 -3.988 -0.632
C: -1.098 -4.528 -0.670
Ge: 0.123 -2.978 -0.456
C: 1.215 -2.588 -2.049
C: 2.280 -3.615 -2.431
C: 0.896 -3.152 1.354
C: 2.226 -3.902 1.421
C: -0.796 -5.978 -0.713
C: 0.522 -6.416 -0.794
C: 0.836 -7.768 -0.828
C: -0.172 -8.715 -0.775
C: -1.495 -8.296 -0.679
C: -1.801 -6.948 -0.644
H: -3.172 -1.961 3.328
H: -1.609 -1.581 2.606
H: -2.321 -3.174 2.371
H: -3.479 -0.551 1.256
H: -4.199 -2.125 1.034
H: -3.419 -0.355 -2.062
H: -4.158 -1.933 -2.000
H: -1.566 -1.249 -3.517
H: -3.126 -1.612 -4.255
H: -2.246 -2.869 -3.395
H: -3.245 -4.575 -0.668
H: 1.670 -1.610 -1.905
H: 0.502 -2.469 -2.868
H: 2.984 -3.804 -1.617
H: 2.859 -3.260 -3.286
H: 1.840 -4.570 -2.720
H: 0.131 -3.687 1.925
H: 0.995 -2.172 1.814
H: 2.130 -4.935 1.078
H: 2.608 -3.932 2.445
H: 2.990 -3.417 0.813
H: 1.326 -5.689 -0.825
H: 1.872 -8.076 -0.893
H: 0.066 -9.770 -0.800
H: -2.292 -9.028 -0.625
H: -2.836 -6.645 -0.557
O: 0.260 0.424 -4.322
C: 0.210 1.058 -3.289
O: -0.221 0.539 -2.175
C: 0.643 2.518 -3.301
C: 0.824 3.054 -4.579
C: 1.246 4.356 -4.764
C: 1.524 5.153 -3.661
C: 1.360 4.635 -2.392
C: 0.905 3.330 -2.191
P: 0.777 2.795 -0.451
C: -0.314 4.021 0.329
C: -0.443 4.008 1.721
C: -1.376 4.815 2.349
C: -2.210 5.630 1.595
C: -2.108 5.628 0.212
C: -1.169 4.826 -0.420
C: 2.465 3.123 0.148
C: 3.464 2.310 -0.385
C: 4.783 2.475 0.001
C: 5.119 3.452 0.927
C: 4.132 4.273 1.449
C: 2.809 4.113 1.061
H: 0.631 2.405 -5.421
H: 1.372 4.744 -5.766
H: 1.873 6.170 -3.790
H: 1.595 5.253 -1.533
H: 0.170 3.342 2.316
H: -1.468 4.787 3.427
H: -2.947 6.254 2.084
H: -2.766 6.250 -0.382
H: -1.111 4.825 -1.501
H: 3.212 1.530 -1.096
H: 5.543 1.823 -0.409
H: 6.148 3.571 1.242
H: 4.388 5.045 2.162
H: 2.062 4.779 1.467

Output
Multiplicity   4
Energy   -8208.1406 a.u.
Energy relative to the best compared isomer or geometry (same formula, charge and spin)   0.2175 eV
HOMO (spin up / spin down)   -0.204 / -0.284 Ha
Total charge   0
Orbital gap (spin up / spin down)   5.173 / 7.148 eV
Strongest force on any atom   0.732 eV/A

***

No. 4
The following is a quantum chemistry calculation of a molecular structure, C10H30NO8Pd, from the Open Molecules 2025 dataset.

CARTESIAN COORDINATES (ANGSTROEM)
Pd: -3.377 -0.869 -1.497
O: -1.735 -0.021 -0.547
H: -0.836 -0.211 -0.881
C: 0.265 -3.001 -0.507
C: 0.081 -2.967 1.071
C: 1.077 -1.957 1.764
O: 0.858 -2.118 3.157
C: 1.626 -1.138 3.867
N: -1.294 -2.484 1.216
H: -0.353 -3.722 -1.042
H: 1.282 -3.323 -0.731
H: 0.175 -2.044 -1.020
H: 0.168 -3.960 1.513
H: 0.811 -0.965 1.398
H: 2.118 -2.176 1.524
H: 1.220 -0.126 3.861
H: 2.665 -1.092 3.542
H: 1.678 -1.356 4.934
H: -1.113 -1.904 2.023
H: -1.350 -1.705 0.575
C: -1.696 0.075 -3.653
C: -1.605 -1.440 -3.920
O: -2.034 -2.150 -2.768
O: -2.988 0.392 -3.325
H: -1.510 0.610 -4.584
H: -0.888 0.339 -2.970
H: -0.583 -1.700 -4.192
H: -2.201 -1.755 -4.777
H: -1.873 -3.068 -3.000
H: -2.976 1.343 -3.457
C: -1.226 2.949 0.845
C: -0.923 2.012 2.053
O: -1.580 0.766 1.899
O: -0.479 2.273 -0.253
H: -0.877 3.971 0.994
H: -2.294 3.020 0.634
H: -1.288 2.447 2.984
H: 0.165 1.985 2.095
H: -1.562 0.567 0.959
H: -1.015 1.503 -0.458
C: 2.955 3.042 0.229
C: 2.916 1.508 0.011
O: 1.980 1.101 -0.952
O: 1.816 3.554 0.971
H: 3.008 3.471 -0.771
H: 3.923 3.327 0.642
H: 2.681 1.088 0.989
H: 3.930 1.164 -0.191
H: 1.139 1.407 -0.605
H: 1.117 3.336 0.350

Output
Multiplicity   4
Energy   -1182.6433 a.u.
HOMO (spin up / spin down)   -0.540 / -0.537 Ha
Total charge   +2
Orbital gap (spin up / spin down)   7.140 / 2.885 eV
Strongest force on any atom   4.048 eV/A

***

No. 5
The following is a quantum chemistry calculation of a molecular structure, C24H35N10O2ReS, from the Open Molecules 2025 dataset.

CARTESIAN COORDINATES (ANGSTROEM)
Re: -1.306 -0.731 -0.054
N: 0.338 -1.377 -1.242
C: 0.865 -2.773 -1.150
C: -0.259 -3.729 -1.459
N: -1.383 -3.485 -0.547
C: -1.229 -4.172 0.753
C: -0.671 -3.254 1.820
N: -1.400 -1.952 1.768
C: -2.702 -3.738 -1.146
C: -3.740 -2.855 -0.499
N: -3.337 -1.422 -0.667
H: 0.075 -1.190 -2.215
H: 1.095 -0.722 -0.988
H: 1.280 -2.912 -0.154
H: 1.689 -2.887 -1.854
H: 0.099 -4.761 -1.417
H: -0.606 -3.557 -2.480
H: -0.587 -5.052 0.659
H: -2.204 -4.544 1.073
H: 0.387 -3.038 1.693
H: -0.795 -3.696 2.809
H: -1.054 -1.355 2.519
H: -2.380 -2.106 2.011
H: -3.006 -4.786 -1.066
H: -2.647 -3.511 -2.213
H: -3.839 -3.057 0.568
H: -4.722 -3.013 -0.943
H: -4.007 -0.828 -0.172
H: -3.470 -1.154 -1.642
C: -1.272 0.609 -6.775
C: -1.404 1.200 -5.422
N: -1.509 2.459 -5.137
N: -1.606 2.498 -3.778
C: -1.551 1.310 -3.204
S: -1.677 1.209 -1.468
N: -1.430 0.455 -4.241
N: -1.351 -0.942 -4.135
H: -1.262 1.420 -7.500
H: -2.110 -0.050 -7.004
H: -0.339 0.050 -6.879
H: -1.711 3.391 -3.313
H: -2.232 -1.330 -4.470
H: -0.630 -1.255 -4.784
O: -1.977 0.674 1.498
C: -0.744 1.045 1.670
N: -0.121 1.963 2.342
C: 1.360 1.924 2.040
C: 1.386 0.849 0.932
O: 2.256 0.471 0.201
N: 0.096 0.286 0.927
C: 2.139 1.341 3.225
C: 1.502 0.774 4.321
C: 2.259 0.239 5.361
C: 3.640 0.261 5.291
C: 4.273 0.823 4.189
C: 3.525 1.366 3.156
C: 1.810 3.300 1.594
C: 2.058 3.614 0.264
C: 2.435 4.909 -0.078
C: 2.549 5.883 0.898
C: 2.299 5.568 2.229
C: 1.938 4.277 2.576
H: -0.559 2.689 2.894
H: 0.422 0.776 4.407
H: 1.765 -0.174 6.230
H: 4.229 -0.146 6.102
H: 5.353 0.852 4.139
H: 4.022 1.823 2.308
H: 2.001 2.859 -0.509
H: 2.653 5.150 -1.110
H: 2.844 6.888 0.628
H: 2.403 6.323 2.996
H: 1.788 4.026 3.622

Output
Multiplicity   4
Energy   -2109.1884 a.u.
Energy relative to the best compared isomer or geometry (same formula, charge and spin)   0.3109 eV
HOMO (spin up / spin down)   -0.579 / -0.579 Ha
Total charge   +3
Orbital gap (spin up / spin down)   6.946 / 5.310 eV
Strongest force on any atom   0.759 eV/A